Molecular formula: C21H45BNO17
Method: DFT, ωB97M-V/def2-TZVPD

The geometry in ORCA input format:
```
! RIJCOSX wB97M-V def2-TZVPD def2/J DEFGRID3
* xyz 1 1
C 0.523 6.027 3.322
C 0.055 5.627 4.716
O 0.297 4.249 5.024
C -0.386 3.351 4.230
N -1.158 2.399 5.116
C -2.613 2.406 4.735
C -0.632 0.991 4.991
C -0.757 0.409 3.580
C 0.621 0.009 3.058
O 0.560 -0.444 1.727
C 0.519 0.592 0.814
C -0.675 0.606 -0.096
O 1.413 1.430 0.752
B -1.120 2.844 6.623
O -0.552 2.014 7.539
O -1.676 3.997 7.032
H 1.229 5.316 2.908
H -0.323 6.053 2.640
H 0.962 7.015 3.310
H -1.006 5.865 4.815
H 0.591 6.187 5.469
H 0.320 2.795 3.621
H -1.085 3.820 3.542
H -3.143 1.640 5.288
H -2.731 2.255 3.672
H -3.069 3.356 4.982
H 0.418 1.037 5.256
H -1.131 0.346 5.698
H -1.443 -0.430 3.565
H -1.142 1.137 2.869
H 1.094 -0.728 3.696
H 1.247 0.901 3.105
H -1.568 0.278 0.423
H -0.473 0.006 -0.976
H -0.817 1.625 -0.432
H -1.217 1.555 8.058
H -1.883 4.611 6.324
C -4.423 -3.229 -3.877
O -3.487 -4.004 -3.119
C -2.895 -3.349 -2.131
O -3.078 -2.197 -1.832
O -2.049 -4.184 -1.532
C -1.322 -3.615 -0.444
H -4.821 -3.891 -4.639
H -5.234 -2.881 -3.240
H -3.925 -2.386 -4.352
H -2.000 -3.285 0.341
H -0.707 -2.783 -0.785
H -0.680 -4.402 -0.059
C -0.118 -4.522 -3.758
O 1.307 -4.505 -3.892
C 1.762 -3.589 -4.746
O 1.090 -2.814 -5.370
O 3.089 -3.680 -4.779
C 3.730 -2.746 -5.658
H -0.359 -5.298 -3.044
H -0.470 -3.563 -3.392
H -0.588 -4.754 -4.712
H 3.520 -1.724 -5.349
H 3.408 -2.904 -6.684
H 4.797 -2.936 -5.577
C 9.474 -4.562 -2.995
O 8.301 -4.823 -2.220
C 7.236 -4.117 -2.584
O 7.193 -3.312 -3.477
O 6.221 -4.456 -1.793
C 5.008 -3.758 -2.084
H 10.255 -5.199 -2.593
H 9.307 -4.810 -4.041
H 9.772 -3.519 -2.901
H 4.676 -3.969 -3.095
H 5.141 -2.686 -1.945
H 4.262 -4.121 -1.383
C -4.511 1.156 -1.937
O -3.739 2.360 -1.874
C -4.388 3.457 -2.267
O -5.524 3.503 -2.647
O -3.554 4.491 -2.159
C -4.122 5.741 -2.561
H -3.863 0.354 -1.594
H -5.381 1.219 -1.286
H -4.821 0.950 -2.958
H -4.980 5.992 -1.941
H -4.415 5.710 -3.608
H -3.345 6.488 -2.426
*
```

Summary:
* orbital gap: 9.18 eV